C18H23ClN3O11P2Ru | ωB97M-V/def2-TZVPD

```
59
Properties=species:S:1:pos:R:3:forces:R:3
Ru 0.032401 0.133593 -0.462880 1.727 0.944 1.307
C 1.073015 -3.569148 2.301731 -0.210 0.023 -0.357
C 0.643818 -2.261052 1.714041 -0.211 -0.738 -0.828
N 0.254497 -2.098401 0.501828 0.060 0.681 -0.243
O 0.224733 -3.176418 -0.343728 0.108 -0.177 0.170
C 0.668888 -1.059686 2.546420 -0.046 1.172 0.647
C 1.037504 -1.106570 3.999552 0.003 0.200 -0.185
N 0.385723 0.030353 1.937989 -0.195 0.124 -0.745
O 0.445594 1.217679 2.562537 -0.326 -0.687 0.593
H 0.857760 -4.376115 1.606022 0.016 -0.019 0.077
H 0.550879 -3.735236 3.240961 -0.013 -0.075 0.081
H 2.142604 -3.557924 2.506677 0.066 0.040 0.009
H -0.128555 -2.800520 -1.182973 0.071 -0.011 0.446
H 1.903391 -1.741351 4.175055 0.009 -0.033 0.006
H 0.201316 -1.482636 4.589721 -0.014 -0.070 0.060
H 1.258446 -0.092023 4.327204 0.030 -0.093 0.040
Cl 5.291519 4.599307 2.333311 0.325 0.497 0.229
C 4.361415 3.284879 1.728382 -0.390 -0.508 -0.159
C 5.006774 2.172981 1.188216 -0.165 0.479 0.354
C 4.260878 1.138377 0.698069 -0.945 -0.228 -0.241
C 2.831075 1.159270 0.684437 1.663 2.243 1.251
O 2.235620 0.187802 0.132750 -2.531 -1.845 -1.516
C 2.207206 2.280843 1.328822 -0.278 -0.887 -0.548
C 0.701379 2.316194 1.542653 1.238 0.559 0.874
O -0.080803 2.196332 0.500863 -0.931 -1.562 -1.861
C 2.976082 3.317834 1.814942 0.569 0.033 -0.016
H 6.083831 2.123444 1.177459 0.139 0.071 -0.036
H 4.723917 0.266721 0.263562 0.134 -0.093 -0.077
H 0.446364 3.210470 2.151838 0.091 -0.370 -0.118
H 2.492572 4.167622 2.272567 -0.043 0.127 0.090
C -1.269864 0.592742 -5.569123 -0.027 0.005 -0.065
C -0.640180 0.118680 -4.283969 -0.236 0.150 0.817
O 0.409654 -0.797781 -4.530376 0.507 -0.205 -0.285
P -1.733216 -0.916535 -3.240924 -0.659 -0.525 -0.460
O -2.251632 -2.110793 -4.144481 -0.241 0.294 -0.035
O -3.138872 -0.288099 -2.877575 0.203 -0.242 -0.367
O -0.992727 -1.452958 -2.060226 0.610 0.460 0.698
P 0.023839 1.502425 -3.233468 -0.302 0.704 -0.829
O -1.311590 1.647051 -2.224674 0.602 -0.152 0.099
O 0.246827 2.765203 -3.946095 -0.186 -0.129 -0.039
O 1.121610 0.861161 -2.426241 -0.423 -0.721 0.947
H -1.504933 -0.252453 -6.214727 -0.042 -0.031 0.012
H -0.576077 1.257399 -6.080924 -0.003 0.011 0.015
H -2.180976 1.143891 -5.351868 -0.112 0.094 -0.060
H 1.110811 -0.607518 -3.878954 -0.086 -0.123 -0.053
H -1.520755 -2.631694 -4.480263 0.330 -0.262 -0.217
H -3.017147 0.497812 -2.334897 0.030 0.374 0.187
H -1.249880 2.534328 -1.848975 -0.166 0.294 0.327
C -4.127333 -0.874920 2.373189 0.159 0.116 -0.050
C -3.686162 -1.833432 1.474223 0.032 0.071 -0.095
C -2.751292 -1.468012 0.517477 -0.265 -0.390 0.030
N -2.250373 -0.239365 0.431163 0.459 0.128 -0.206
C -2.683303 0.683852 1.282419 -0.239 0.423 0.355
C -3.617164 0.411379 2.271850 -0.058 -0.100 -0.105
H -4.853299 -1.123590 3.135714 -0.004 -0.001 0.010
H -4.059662 -2.846916 1.508589 0.013 -0.014 -0.048
H -2.401486 -2.179246 -0.216930 0.078 -0.041 0.022
H -2.248650 1.670329 1.164289 0.054 -0.057 0.098
H -3.936011 1.190439 2.947746 0.020 0.071 -0.006
```
Positions in Å, forces in eV/Å.

The LUMO energy (alpha / beta) is -0.16 / -1.62 eV. The energy above the lowest of the compared OMol25 structures with the same formula, charge and spin comes out at 0.846 eV. The total energy comes out at -2929.4808 hartree. The net charge is 0. Its multiplicity is 6.